This record from the OMol25 dataset describes a cluster of 11 separate species, C31H59Cl4N5O17 in total at a distorted geometry. The level of theory is the ωB97M-V functional and the def2-TZVPD basis.

E_tot: -125454.9917 eV
gap between HOMO and LUMO: 0.3214 Ha
LUMO level: 0.04 eV
SMILES: O=C1OCCO1.O=C1OCCO1.O=C1OCCO1.O=C1OCCO1.CNC(C)=O.CNC(C)=O.CNC(C)=O.CNC(C)=O.CNC(C)=O.ClCCCl.ClCCCl

Structure (ORCA input):
```
! RIJCOSX wB97M-V def2-TZVPD def2/J DEFGRID3
* xyz 0 1
C 4.48 5.61 -0.59
C 3.87 5.51 0.82
O 2.70 4.71 0.60
C 2.74 4.18 -0.64
O 1.84 3.54 -1.10
O 3.87 4.52 -1.28
H 5.56 5.50 -0.55
H 4.24 6.57 -1.05
H 3.60 6.47 1.24
H 4.54 5.00 1.52
C 0.04 0.61 -1.16
C -0.57 1.65 -0.24
O 0.01 1.32 1.02
C 0.47 0.05 1.00
O 0.91 -0.47 1.96
O 0.41 -0.46 -0.25
H 0.92 0.98 -1.68
H -0.69 0.22 -1.86
H -1.66 1.64 -0.25
H -0.31 2.69 -0.44
C -6.40 -0.90 -2.60
C -6.64 0.58 -2.68
O -5.31 1.08 -2.85
C -4.50 0.23 -2.18
O -3.35 0.41 -1.96
O -5.13 -0.95 -1.95
H -6.29 -1.33 -3.60
H -7.17 -1.47 -2.10
H -7.09 1.02 -1.78
H -7.30 0.91 -3.48
C 0.27 3.92 2.87
C 1.72 3.55 3.24
O 2.28 4.79 3.66
C 1.37 5.78 3.56
O 1.58 6.91 3.88
O 0.25 5.35 2.96
H -0.40 3.49 3.62
H -0.06 3.61 1.89
H 2.24 3.14 2.38
H 1.82 2.82 4.04
C 0.50 -6.47 2.21
C 0.93 -5.19 2.89
O 0.33 -4.73 3.85
N 2.02 -4.60 2.37
C 2.69 -3.48 3.03
H 1.35 -7.02 1.82
H -0.18 -6.35 1.37
H -0.02 -7.05 2.97
H 2.40 -4.87 1.47
H 3.76 -3.55 2.83
H 2.48 -3.47 4.09
H 2.30 -2.57 2.55
C -1.75 6.69 -0.13
C -2.25 5.36 -0.65
O -2.61 4.48 0.11
N -2.23 5.20 -2.00
C -2.63 3.99 -2.68
H -0.91 6.49 0.54
H -2.56 7.07 0.50
H -1.56 7.43 -0.90
H -2.07 6.02 -2.55
H -1.79 3.30 -2.76
H -3.10 4.22 -3.63
H -3.43 3.50 -2.10
C -1.88 -1.99 -3.20
C -1.56 -3.27 -3.92
O -0.98 -3.28 -4.99
N -1.94 -4.39 -3.26
C -1.67 -5.76 -3.64
H -0.91 -1.73 -2.71
H -2.47 -2.01 -2.29
H -2.01 -1.14 -3.86
H -2.45 -4.25 -2.40
H -1.31 -5.74 -4.67
H -2.56 -6.38 -3.60
H -0.93 -6.16 -2.95
C 1.51 -3.48 -1.08
C 2.05 -4.86 -1.27
O 2.59 -5.47 -0.36
N 1.76 -5.42 -2.48
C 2.25 -6.74 -2.86
H 1.21 -3.25 -0.07
H 0.67 -3.23 -1.75
H 2.29 -2.77 -1.38
H 0.87 -5.16 -2.87
H 2.37 -6.76 -3.94
H 1.63 -7.55 -2.48
H 3.26 -6.86 -2.49
C 3.31 -0.69 -3.46
C 4.01 -0.65 -2.10
O 4.74 -1.54 -1.73
N 3.74 0.46 -1.37
C 4.20 0.58 -0.02
H 2.24 -0.79 -3.28
H 3.60 -1.63 -3.93
H 3.57 0.15 -4.09
H 3.07 1.13 -1.72
H 5.23 0.92 0.08
H 4.20 -0.37 0.52
H 3.55 1.14 0.67
Cl 0.39 1.00 5.08
C -0.47 -0.47 5.63
C 0.25 -1.74 5.32
Cl 1.42 -2.19 6.59
H -1.46 -0.41 5.17
H -0.66 -0.33 6.69
H 0.79 -1.68 4.38
H -0.38 -2.61 5.14
Cl -4.16 -0.37 3.82
C -3.88 0.72 2.43
C -2.93 1.84 2.80
Cl -3.72 3.03 3.86
H -4.82 1.12 2.04
H -3.52 0.09 1.62
H -2.59 2.33 1.89
H -2.09 1.39 3.32
*
```

Here are the Mulliken charges for atoms 1 to 2, given in e: C -0.4694; C -0.4388